1.
13
Properties=species:S:1:pos:R:3:forces:R:3:nbo_charge:R:1 method="wB97M-V/def2-TZVPD" max_force_ha_per_bohr=0.077 homo_energy_ev=-15.8937 lumo_ev=-5.1 charge=+1 de_lowest_kj_mol=358.66 e_tot_ev=-19617.631 gap_ev=10.82 smiles="C#[N+][C@H](C)[SH](=O)=O"
C -0.3592 2.3584 -0.5459 0.487 0.983 0.106 0.4968
C -0.8516 -0.7747 1.1208 0.185 0.642 0.368 -0.6231
C -0.4313 -0.1251 -0.2347 -2.341 -2.960 -1.196 -0.3625
N -0.4785 1.2385 -0.4980 -0.231 0.490 1.680 -0.1760
O 2.1125 0.5741 -0.4590 -0.951 -1.721 0.661 -0.8890
O 1.1690 -1.1854 -1.9154 0.167 -1.066 -1.452 -0.8859
S 1.2925 -0.6153 -0.6390 0.995 2.207 -0.668 2.0074
H -0.1371 3.4134 -0.4777 -0.234 -0.019 -0.338 0.3142
H -1.9156 -0.6480 1.4290 0.775 -0.236 -0.702 0.2724
H -0.2621 -0.2297 1.8294 0.288 0.114 1.006 0.2316
H -0.5112 -1.8560 1.1944 -0.652 1.307 -0.559 0.2666
H -1.1588 -0.5142 -1.0226 1.418 -0.129 0.617 0.2988
H 1.5313 -1.6361 0.2188 0.095 0.388 0.479 0.0489

=====

2.
17
Properties=species:S:1:pos:R:3:forces:R:3:nbo_charge:R:1 method="wB97M-V/def2-TZVPD" max_force_ha_per_bohr=0.118 homo_energy_ev=-9.4900 lumo_ev=0.6 de_lowest_kj_mol=277.99 e_tot_ev=-10913.694 gap_ev=10.05 smiles="O=C(O)[C@@H]1CCCN1"
C 0.6571 -0.3386 0.0480 -4.646 -1.423 0.502 -0.1539
C 0.6538 -1.8974 0.3524 3.656 1.451 1.141 0.7751
C -0.3911 0.2203 1.0138 0.011 -4.228 4.346 -0.4280
C -0.9824 1.4125 0.4657 -2.266 3.539 -0.827 -0.4397
C -0.4930 1.4598 -1.1024 -0.811 0.035 1.780 -0.2235
H 0.9951 0.2555 -1.7950 -2.025 -0.526 0.055 0.3565
H 1.6355 -0.0152 -0.0036 2.293 0.571 1.168 0.2071
H -0.0980 0.1557 2.2171 -0.379 0.704 -3.289 0.2475
H -1.2456 -0.6096 1.0436 1.846 1.446 -0.237 0.2143
H -2.0914 1.2273 0.4415 0.935 0.731 0.123 0.2178
H -0.8083 2.3534 1.1821 -0.179 -1.659 -2.188 0.2191
H 0.2291 2.2550 -1.1695 0.717 0.264 -0.084 0.1715
H -1.2482 1.7167 -1.9080 0.443 -0.703 1.288 0.2076
H 1.1869 -3.3222 -0.2395 0.988 -2.129 -0.842 0.4908
N 0.0810 0.1011 -1.2681 2.526 0.071 -0.960 -0.6074
O 0.7323 -2.4586 1.4755 -1.364 1.783 -3.639 -0.5990
O 1.1871 -2.5155 -0.7535 -1.745 0.073 1.664 -0.6556

=====

3.
12
Properties=species:S:1:pos:R:3:forces:R:3:nbo_charge:R:1 method="wB97M-V/def2-TZVPD" max_force_ha_per_bohr=0.010 homo_energy_ev=-10.4675 lumo_ev=1.0 de_lowest_kj_mol=132.24 e_tot_ev=-8339.091 gap_ev=11.49 smiles="O=COC1CC1"
O 1.9564 1.1531 0.7199 -0.015 -0.474 -0.223 -0.5764
C 2.0498 0.2139 -0.0219 0.066 0.316 0.231 0.6530
O 1.1030 -0.6840 -0.3345 0.087 0.089 -0.030 -0.4994
C -0.1768 -0.6382 0.2743 -0.155 -0.069 0.132 0.0629
C -1.3200 -0.3818 -0.6526 -0.097 -0.115 -0.135 -0.4353
C -0.9532 0.6295 0.3995 0.006 0.175 0.082 -0.4303
H 2.9607 -0.0492 -0.5815 -0.092 0.060 0.048 0.1180
H -0.2738 -1.3959 1.0468 0.043 0.138 -0.128 0.1999
H -1.0405 -0.1498 -1.6765 -0.074 -0.048 0.166 0.2257
H -2.2277 -0.9660 -0.5402 0.150 0.082 -0.010 0.2188
H -0.4795 1.5554 0.0969 -0.075 -0.166 -0.006 0.2402
H -1.5984 0.7129 1.2697 0.155 0.013 -0.127 0.2229

=====

4.
32
Properties=species:S:1:pos:R:3:forces:R:3:nbo_charge:R:1 method="wB97M-V/def2-TZVPD" max_force_ha_per_bohr=0.209 homo_energy_ev=-4.8577 lumo_ev=2.8 charge=-1 e_tot_ev=-21376.378 gap_ev=7.69
C -5.7993 -1.6015 1.5577 7.576 -2.525 -2.510 -0.4795
C -4.6253 -2.1470 0.9673 -8.748 4.353 4.517 -0.4462
Al -2.7648 -2.7069 0.1903 0.004 0.159 0.278 1.1281
C -1.3375 -1.9486 1.4611 0.563 0.381 0.457 -0.9782
C -0.3208 -0.8558 0.7827 0.719 0.135 0.863 -0.4000
C -0.9161 0.6657 0.6556 -0.120 0.078 -0.631 -0.4241
C -2.3465 0.7929 -0.1346 0.148 0.257 -0.160 -0.0821
O -2.7633 2.2341 -0.1022 -1.557 -1.010 -0.280 -0.7737
H -6.4854 -0.9879 2.3177 1.816 -1.823 -2.218 0.2361
H -2.7367 -4.3142 0.0748 -0.036 -0.085 0.118 -0.4052
H -2.5100 -2.0614 -1.2652 -0.165 0.078 -0.107 -0.4125
H -1.8993 -1.4918 2.3938 1.372 -0.690 -1.615 0.2107
H -0.6910 -2.8529 1.8279 -1.065 1.641 -0.453 0.2070
H 0.6234 -0.7880 1.5102 -1.784 0.132 -1.598 0.1830
H 0.1361 -1.2050 -0.2627 -1.295 0.642 2.123 0.1951
H -0.1231 1.2882 0.0283 -1.671 -1.072 1.382 0.1873
H -1.0351 1.1666 1.7067 0.218 -1.010 -1.909 0.2041
H -2.1814 0.5422 -1.2703 -0.460 -0.010 2.313 0.1763
H -3.2384 0.2050 0.3590 2.081 0.672 -1.063 0.2122
H -3.7600 2.2631 -0.3073 2.424 -0.279 0.483 0.4631
C 2.8151 2.1167 -0.6257 0.125 -0.122 -0.080 -0.2095
C 4.1244 2.1451 -0.1464 -0.049 -0.131 -0.116 -0.2175
C 5.0395 1.1763 -0.5575 -0.177 -0.015 -0.098 -0.2212
C 4.6474 0.1840 -1.4565 -0.115 0.161 0.075 -0.2222
C 3.3391 0.1580 -1.9387 0.055 0.125 0.097 -0.1994
C 2.4215 1.1213 -1.5203 0.180 0.032 0.036 -0.2086
H 2.1013 2.8699 -0.3024 0.080 -0.138 -0.035 0.2189
H 4.4317 2.9223 0.5488 -0.051 -0.121 -0.085 0.2073
H 6.0578 1.1947 -0.1787 -0.124 -0.001 -0.048 0.2052
H 5.3617 -0.5681 -1.7808 -0.101 0.090 0.052 0.2070
H 3.0341 -0.6144 -2.6405 0.025 0.113 0.136 0.2134
H 1.4008 1.0974 -1.8919 0.132 -0.018 0.078 0.2251